A cluster of 12 separate species, C70H186N21O8P5 in total, computed with ωB97M-V with the def2-TZVPD basis set.

Last column: Mulliken charge in e.
Element x y z (Å)
P  2.603  -1.578  5.338  0.43
P  -0.346  0.046  0.122  -1.09
P  -3.299  -6.362  -4.369  0.49
P  3.168  -1.164  -4.014  -1.05
P  2.534  5.319  -0.151  -1.76
O  1.978  -0.922  6.518  -0.99
O  1.098  5.365  -0.462  0.50
O  -2.691  -6.750  -5.659  -0.89
O  -3.301  5.284  -0.202  -0.12
O  0.949  0.089  0.853  -0.72
O  -4.206  5.371  -2.234  -0.53
O  1.825  -1.653  -3.562  -0.65
O  -2.702  6.985  -1.548  -0.49
N  -0.320  -0.284  -1.533  1.27
N  2.844  -0.574  3.965  1.01
N  -2.177  -5.690  -3.290  0.60
N  -1.183  1.483  0.197  0.73
N  -2.649  4.635  3.966  1.05
N  -3.855  -7.614  -3.345  0.50
N  4.108  -2.273  5.600  0.27
N  4.254  -1.047  -2.764  0.69
N  -1.959  4.027  -5.331  0.30
N  -5.546  -0.143  -1.436  0.94
N  3.177  3.789  -0.436  1.11
N  1.619  -2.888  4.984  0.63
N  -3.035  -2.149  6.053  0.83
N  -0.483  -7.245  0.247  1.12
N  3.396  6.300  -1.189  0.52
N  -4.708  -5.553  -4.540  0.28
N  3.034  0.330  -4.690  1.08
N  -1.267  -1.197  0.798  2.21
N  3.958  -2.206  -5.065  0.53
N  2.892  5.723  1.357  1.34
N  7.919  1.661  0.896  0.06
C  2.256  6.843  2.046  -0.88
C  5.239  -1.340  5.565  -1.02
C  -2.746  -8.303  -2.620  -1.48
C  0.226  -2.983  5.417  -0.91
C  -2.120  5.913  4.493  -0.79
C  -2.518  -7.105  1.675  -0.87
C  -3.688  2.271  -5.766  -1.76
C  -4.089  4.669  4.101  -0.63
C  -1.248  -7.886  1.277  -0.82
C  -6.599  -0.642  -0.550  -0.80
C  -0.592  -2.370  1.263  0.69
C  1.200  -5.423  -0.242  -0.98
C  -0.254  4.571  -7.061  -1.52
C  -0.552  -1.609  -2.006  -1.10
C  8.512  1.735  -0.431  -0.85
C  3.747  -2.109  -6.465  -1.01
C  -1.344  4.921  -4.310  -1.66
C  -2.818  3.059  -4.766  0.99
C  -5.037  -2.982  4.756  -1.46
C  -6.024  1.130  -2.070  -0.82
C  3.421  3.435  -1.868  -0.13
C  2.287  2.716  0.173  -0.92
C  7.800  2.610  -1.551  -0.88
C  4.306  -3.562  -4.689  -1.21
C  1.958  -3.962  4.026  -1.26
C  -2.202  3.033  5.963  -1.77
C  1.300  -8.938  0.069  -1.41
C  -1.094  3.474  -6.402  -0.11
C  -2.992  -0.737  5.615  -0.83
C  -5.223  -1.121  -2.502  -1.08
C  -4.870  -4.724  -5.761  -0.87
C  -5.089  -8.391  -3.393  -1.02
C  -0.773  6.275  4.064  -0.62
C  -3.930  -0.705  -3.217  0.83
C  -3.480  -3.071  5.034  0.22
C  4.074  1.361  -4.624  -0.99
C  7.531  2.980  1.403  -0.06
C  0.366  -6.185  0.782  -0.65
C  -1.135  2.198  1.453  -0.38
C  -2.750  -1.348  0.519  -0.95
C  3.763  -1.031  -1.293  0.86
C  0.346  0.671  -2.479  1.14
C  -1.566  6.788  -0.661  2.32
C  -2.466  -5.286  -1.915  0.44
C  5.691  -0.823  -3.001  -0.83
C  2.437  0.888  4.023  -0.53
C  3.800  4.921  2.205  -1.05
C  -2.013  2.053  -0.804  -0.45
C  -5.513  2.345  -1.381  -0.04
C  0.222  -8.177  -0.598  -0.66
C  -6.696  0.092  0.790  -1.14
C  -0.925  8.112  -0.306  -1.36
C  4.313  -3.169  6.755  -1.15
C  1.915  0.512  -5.673  -1.32
C  6.825  0.703  0.896  1.02
C  -2.282  6.070  0.474  0.06
C  4.695  6.875  -0.786  -1.04
C  -1.001  -4.968  -3.758  -0.92
C  -5.411  -5.045  -3.316  -0.83
C  -3.521  -2.345  7.384  -0.59
C  3.553  -1.112  2.857  -0.19
C  7.189  2.897  2.890  -1.05
C  7.290  -0.738  0.689  -1.73
C  -1.765  -0.358  4.753  0.81
C  -4.838  3.882  3.025  -0.61
C  -0.279  4.210  -3.443  1.92
C  -2.036  3.456  4.504  0.08
C  -2.679  -1.684  8.517  -1.22
C  -3.511  5.869  -1.412  0.32
C  2.811  6.792  -2.474  -0.85
H  6.097  0.894  0.062  -0.14
H  -3.660  -1.450  -3.961  0.47
H  6.840  -1.506  1.267  0.32
H  -6.354  -4.646  -3.629  0.48
H  1.766  -4.582  0.184  0.34
H  -0.965  5.722  -4.913  0.52
H  -2.065  2.470  1.866  1.12
H  2.268  1.086  5.091  0.41
H  -1.816  -7.791  -2.657  0.17
H  -5.138  -3.261  3.704  0.42
H  4.475  -2.746  -6.969  0.43
H  -2.303  2.343  -4.176  -0.46
H  -0.202  5.341  4.074  0.22
H  1.538  6.535  2.859  0.04
H  7.876  3.659  -1.214  0.34
H  -2.464  2.688  3.946  -0.44
H  -1.892  3.132  -0.794  -0.52
H  8.414  3.623  1.219  0.50
H  -3.026  -0.786  -0.376  -0.27
H  -4.212  2.971  -6.428  0.44
H  6.323  0.786  1.825  -0.24
H  4.621  -2.626  7.624  0.34
H  2.003  -6.045  -0.589  0.58
H  5.805  -0.384  -4.009  0.41
H  -3.032  -0.132  6.534  0.28
H  -0.481  -3.086  4.594  0.09
H  3.193  6.288  -3.336  0.26
H  -4.581  -2.033  7.454  0.32
H  -1.234  -3.903  -3.918  0.13
H  -0.327  7.004  4.775  0.36
H  -3.097  -0.571  -2.541  -0.24
H  -0.215  -5.059  -2.992  0.07
H  -4.461  5.748  4.040  0.47
H  -5.410  -2.005  4.987  0.40
H  -4.807  4.407  2.092  0.05
H  -6.125  -1.241  -3.146  0.27
H  3.298  1.534  3.743  -0.03
H  1.397  0.511  -2.649  -0.22
H  -0.511  -3.151  0.433  -0.36
H  6.091  -1.919  5.205  0.37
H  7.103  -0.925  -0.384  0.30
H  -3.365  -5.862  -1.571  0.37
H  -6.419  -1.710  -0.345  0.31
H  4.988  6.433  0.179  0.17
H  -3.466  3.650  -4.065  0.00
H  -3.222  3.183  6.371  0.24
H  2.125  0.240  -6.649  0.55
H  3.860  -2.211  2.968  0.27
H  -0.697  8.573  -1.226  0.54
H  1.753  -8.324  0.857  0.25
H  0.082  1.649  -2.023  -0.50
H  -2.605  -9.311  -3.017  0.47
H  -2.743  -0.573  8.487  0.35
H  -4.443  1.634  -5.293  0.33
H  -7.546  -0.626  -1.049  0.53
H  -4.637  -3.697  -5.495  0.17
H  -2.108  5.358  -3.689  0.07
H  -1.876  1.651  -1.775  0.35
H  1.695  1.549  -5.717  0.42
H  -0.306  -5.558  1.363  0.21
H  -0.889  5.408  -7.417  0.36
H  -3.159  -4.053  5.270  0.78
H  0.293  -2.330  -1.818  -0.16
H  -1.721  5.378  1.071  -0.42
H  8.741  0.729  -0.807  0.39
H  -0.154  0.587  -3.506  -0.36
H  5.137  -3.846  6.528  0.35
H  3.563  -4.271  -5.113  0.36
H  -4.441  4.278  5.052  0.24
H  1.799  6.473  -2.510  0.06
H  -1.634  8.783  0.223  0.40
H  -1.617  -5.515  -1.326  -0.66
H  1.481  2.503  -0.518  0.39
H  6.042  -0.106  -2.293  -0.08
H  6.253  2.350  3.057  -0.10
H  1.080  -0.125  -5.311  0.28
H  8.304  2.558  -2.520  0.45
H  -3.080  -2.067  9.456  0.42
H  5.456  6.659  -1.528  0.39
H  -3.015  -2.401  0.327  0.31
H  1.013  -6.618  1.596  0.53
H  7.023  3.790  3.463  0.44
H  -0.100  -2.194  6.078  0.28
H  1.648  7.398  1.359  0.09
H  2.680  -1.096  -1.321  -0.59
H  -6.108  3.236  -1.569  0.63
H  -0.795  6.196  -1.174  -0.70
H  -2.402  -6.021  1.652  -0.02
H  -0.674  6.646  3.049  0.00
H  -4.072  0.220  -3.791  -1.05
H  -4.440  2.876  2.873  -0.11
H  -5.751  1.020  -3.156  0.46
H  2.084  -9.248  -0.599  0.44
H  -4.112  -5.075  -6.452  0.40
H  -3.117  1.644  -6.517  0.34
H  -2.044  0.424  4.077  -0.63
H  1.725  -3.676  2.967  0.13
H  0.373  -2.072  1.649  -0.50
H  2.748  -2.381  -6.830  0.26
H  4.787  1.102  -5.430  0.20
H  8.380  -0.695  0.902  0.43
H  -1.712  3.697  6.678  0.41
H  -5.674  0.210  1.088  0.17
H  -0.642  3.185  1.303  -0.52
H  3.632  2.403  -1.960  -0.32
H  -0.729  -8.130  2.204  0.37
H  -2.681  -4.202  -1.785  -0.39
H  5.035  -0.513  4.884  0.16
H  -4.945  -4.192  -2.859  0.05
H  -2.127  6.015  5.599  0.33
H  1.210  -4.757  4.248  0.57
H  3.711  2.350  -4.845  0.35
H  0.566  -7.524  -1.395  0.38
H  -1.563  -8.857  0.861  0.50
H  9.528  2.136  -0.279  0.46
H  0.369  4.128  -7.843  0.46
H  -0.659  -1.751  -3.081  0.53
H  -5.142  -2.132  -2.029  0.32
H  -5.474  -3.750  5.402  0.33
H  -5.529  -8.561  -2.414  0.29
H  -1.481  -2.008  -1.632  0.27
H  -0.931  0.023  5.380  0.31
H  3.039  -1.074  1.878  -0.22
H  -7.317  -0.447  1.571  0.40
H  -5.495  -5.881  -2.618  0.28
H  4.208  -1.852  -0.705  0.41
H  -2.867  -2.871  4.186  -0.90
H  -3.914  -0.511  5.088  0.12
H  1.531  1.098  3.456  -0.19
H  -5.649  2.138  -0.340  -0.08
H  3.991  -1.114  -6.769  0.29
H  2.596  3.655  -2.535  -0.13
H  -1.887  2.014  6.142  0.36
H  0.399  4.921  -2.894  -1.10
H  4.380  -3.611  -3.640  0.34
H  -0.376  -8.851  -1.213  0.34
H  0.599  -5.081  -1.091  -0.38
H  0.847  -9.796  0.624  0.31
H  5.447  -0.906  6.536  0.34
H  4.536  1.335  -3.672  0.18
H  -5.812  -7.860  -4.043  0.34
H  -0.416  2.605  -6.121  0.08
H  -1.278  -2.825  2.037  -0.47
H  -3.060  -8.356  -1.579  0.45
H  -3.482  -3.410  7.508  0.45
H  1.830  3.158  1.085  -0.07
H  -7.133  1.091  -2.002  0.30
H  -4.501  2.607  -1.600  -0.54
H  4.416  4.180  1.637  0.01
H  -1.459  -1.238  4.187  -0.54
H  4.504  -0.505  2.720  -0.45
H  -0.031  7.942  0.253  0.01
H  3.067  7.421  2.462  0.36
H  6.269  -1.765  -3.009  0.27
H  -0.674  -5.455  -4.678  0.48
H  0.342  3.459  -3.962  0.08
H  -2.801  6.695  4.141  0.40
H  -0.971  3.531  4.284  0.23
H  -3.078  1.772  -0.616  0.26
H  5.304  -3.747  -5.049  0.41
H  -5.890  -4.727  -6.231  0.27
H  -0.795  3.673  -2.649  -0.30
H  0.492  4.943  -6.367  0.26
H  -4.868  -9.391  -3.837  0.31
H  -2.940  -7.400  2.648  0.39
H  6.679  3.399  0.859  0.03
H  2.983  -4.322  4.166  0.37
H  3.281  4.365  2.993  0.25
H  -2.764  6.784  1.127  0.22
H  4.774  7.962  -0.758  0.33
H  2.838  1.808  0.300  0.05
H  6.723  2.395  -1.727  -0.02
H  4.318  4.016  -2.192  0.35
H  -0.623  1.653  2.217  -0.50
H  -3.369  -1.001  1.358  0.10
H  -5.912  3.790  3.213  0.55
H  3.396  -3.684  6.871  0.40
H  2.965  7.894  -2.610  0.30
H  -1.630  -1.990  8.451  0.22
H  -3.323  -7.174  0.881  0.15
H  -7.144  1.116  0.720  0.26
H  4.053  -0.088  -0.786  -0.64
H  4.490  5.630  2.668  0.49
H  -1.809  3.068  -7.134  0.58
H  8.010  2.311  3.345  0.37
H  0.084  -3.892  6.018  0.42

Properties
2S+1: 1
Relative energy (zero: lowest compared OMol25 entry of this formula, charge and spin) (kJ/mol): 123.38
HOMO (eV): -7.81
SMILES: CN(C)P(=O)(N(C)C)N(C)C.CN(C)P(=O)(N(C)C)N(C)C.CN(C)P(=O)(N(C)C)N(C)C.CN(C)P(=O)(N(C)C)N(C)C.CN(C)P(=O)(N(C)C)N(C)C.C[C@H]1COC(=O)O1.CCN(CC)CC.CCN(CC)CC.CCN(CC)CC.CCN(CC)CC.CCN(CC)CC.CCN(CC)CC
F_max (eV Å⁻¹): 2.903